Density functional theory data (ωB97M-V/def2-TZVPD) for a molecular structure, C28H31MnN7O3S2.

Gap between HOMO and LUMO (alpha / beta) in Ha: 0.1925 / 0.1950
Spin multiplicity: 4
⟨S²⟩: 3.8657
Net charge: +2
HOMO (alpha / beta) in eV: -13.455 / -13.456
Energy relative to the best compared isomer or geometry (same formula, charge and spin) in kcal per mole: 14.31

```
72
Properties=species:S:1:pos:R:3:forces:R:3:mulliken_spin:R:1
Mn -0.324 0.128 0.572 -0.0351 0.1753 -0.2949 3.05
C 0.098 0.160 4.591 -0.0137 -0.0222 0.0246 0.00
S 0.021 0.312 2.858 -0.0441 -0.0440 -0.2669 0.00
O 0.693 1.479 2.298 0.0771 0.1127 0.3429 0.00
O -1.387 0.348 2.322 0.0126 0.0085 0.0683 0.01
O 0.563 -0.884 2.124 0.0068 -0.0117 0.1287 0.00
H -0.816 0.597 4.993 0.0182 0.0263 0.0016 0.00
H 0.978 0.707 4.926 0.0104 -0.0230 -0.0001 0.00
H 0.166 -0.900 4.829 -0.0331 0.0023 0.0021 0.00
C -3.727 -2.456 -2.461 -0.0081 -0.0101 0.0046 0.02
C -3.093 -2.909 -1.135 0.0078 -0.0006 -0.0033 0.04
C -4.175 -3.105 -0.058 0.0043 -0.0011 0.0070 0.02
C -2.296 -4.211 -1.335 0.0096 0.0009 -0.0040 0.03
C -2.175 -1.873 -0.672 -0.1129 0.0361 -0.0314 0.16
C -1.400 -1.011 -0.279 -0.0247 -0.3456 0.0708 -0.21
H -4.397 -3.242 -2.810 -0.0016 0.0056 0.0002 0.00
H -2.970 -2.287 -3.226 -0.0008 -0.0049 0.0008 0.00
H -4.309 -1.544 -2.330 0.0018 -0.0016 0.0005 0.00
H -4.853 -3.890 -0.392 -0.0039 0.0068 0.0015 0.00
H -4.753 -2.193 0.093 0.0037 -0.0006 0.0019 0.00
H -3.739 -3.409 0.893 0.0017 -0.0059 -0.0042 0.00
H -2.994 -5.006 -1.597 0.0034 0.0052 -0.0129 0.00
H -1.773 -4.503 -0.424 -0.0141 -0.0041 0.0041 0.00
H -1.575 -4.115 -2.147 0.0059 0.0044 0.0097 0.00
S -2.993 5.360 -2.134 0.2399 0.0115 0.1220 0.01
C -2.285 3.925 -1.414 -0.0896 0.0583 -0.0191 0.01
C -2.910 3.194 -0.398 0.0478 0.0607 0.1292 -0.01
C -2.313 2.067 0.099 0.0092 0.0088 -0.0673 0.01
N -1.124 1.621 -0.374 -0.0349 0.1958 0.1614 -0.09
C -0.528 2.292 -1.378 -0.0995 -0.0505 -0.1218 0.01
C -1.071 3.438 -1.905 -0.0215 -0.1076 -0.1690 0.00
C -3.524 6.209 -0.651 -0.2034 -0.0753 -0.0736 0.00
C -2.639 7.055 -0.004 -0.0166 0.0145 0.1096 0.00
C -3.095 7.722 1.129 0.0490 -0.0336 -0.0593 0.00
N -4.326 7.591 1.613 0.0101 -0.0364 -0.0321 0.00
C -5.167 6.791 0.966 0.0058 -0.0270 -0.0594 0.00
C -4.820 6.078 -0.178 -0.0396 0.0724 0.0495 0.00
H -3.864 3.505 0.004 0.0106 0.0086 0.0206 0.00
H -2.778 1.483 0.879 0.0052 0.0132 0.0218 0.00
H 0.394 1.888 -1.765 0.0230 0.0241 0.0185 0.00
H -0.551 3.954 -2.700 0.0110 -0.0022 0.0096 0.00
H -1.631 7.201 -0.367 -0.0020 0.0162 0.0031 0.00
H -2.438 8.396 1.666 0.0052 -0.0032 -0.0087 0.00
H -6.169 6.719 1.372 -0.0003 -0.0087 -0.0098 0.00
H -5.549 5.463 -0.689 0.0013 0.0001 0.0048 0.00
C 1.310 -2.371 -1.407 0.0019 -0.0127 0.0095 -0.02
C 1.884 -1.054 -1.052 -0.0272 0.0510 -0.0517 0.02
N 1.270 -0.008 -0.466 0.2938 -0.1055 -0.0322 -0.08
C 2.226 0.998 -0.289 -0.0463 0.0170 0.0005 0.01
C 3.390 0.559 -0.799 0.0121 -0.0115 0.0220 0.00
N 3.161 -0.719 -1.269 -0.0020 -0.0067 -0.0619 0.01
C 4.192 -1.578 -1.896 -0.0403 0.0261 0.0170 0.00
N 4.446 -2.750 -1.142 0.0255 -0.0351 -0.0316 0.00
N 3.989 -3.958 -1.608 -0.0126 0.0184 0.0328 0.00
N 4.306 -4.867 -0.786 0.0104 0.0178 0.0055 0.00
C 4.997 -4.298 0.272 -0.0252 -0.0278 -0.0160 0.00
C 5.556 -4.888 1.407 0.0118 0.0056 0.0039 0.00
C 6.196 -4.052 2.292 0.0012 -0.0040 -0.0040 0.00
C 6.282 -2.664 2.062 0.0066 0.0022 0.0056 0.00
C 5.735 -2.068 0.946 0.0133 -0.0040 -0.0058 0.00
C 5.091 -2.927 0.053 -0.0028 0.0196 0.0165 0.00
H 0.235 -2.300 -1.512 -0.0063 0.0141 -0.0173 0.03
H 1.543 -3.105 -0.631 -0.0180 0.0066 0.0083 0.00
H 1.745 -2.742 -2.334 0.0129 -0.0094 0.0127 0.00
H 1.998 1.931 0.196 0.0028 -0.0024 0.0096 0.00
H 4.353 1.033 -0.870 -0.0047 0.0022 -0.0023 0.00
H 5.084 -0.962 -1.994 0.0023 0.0081 0.0122 0.00
H 3.853 -1.884 -2.883 0.0183 -0.0155 -0.0090 0.00
H 5.493 -5.956 1.565 -0.0027 0.0034 0.0016 0.00
H 6.654 -4.461 3.182 -0.0027 -0.0009 -0.0014 0.00
H 6.806 -2.049 2.782 -0.0007 -0.0010 -0.0020 0.00
H 5.825 -1.003 0.777 -0.0031 -0.0036 -0.0045 0.00
```
Positions in Å, forces in eV/Å.